1.
Entry from the OMol25 dataset: a 3-piece molecular cluster, C17H28F16O6P2Si overall in a non-equilibrium geometry (ωB97M-V with the def2-TZVPD basis set).

Calculated values
Charge = 0
SMILES = CCP(CC)[Si@@H](C[C@H](C)O)P(=O)(O)O.FC(F)C(F)(F)COC(F)(F)C(F)F.FC(F)C(F)(F)COC(F)(F)C(F)F
Kohn-Sham gap = 7.5 eV

```
70
Properties=species:S:1:pos:R:3:forces:R:3
C 1.24838 1.68074 0.15494 0.2765 -0.5139 -0.1459
C 1.77472 0.27026 0.47562 -0.2901 0.8286 -0.2709
P 0.84951 -0.68414 1.71548 1.2133 -1.3489 0.2442
C -0.49887 -1.73316 1.10676 -0.9089 0.5679 -0.5190
C -1.77524 -1.01102 0.65926 -0.1185 -0.3786 0.1931
Si 0.82729 -0.02820 3.76292 -0.1922 0.4105 0.1166
C 2.53689 0.23622 4.51615 -0.2579 -0.2498 0.0155
C 3.18331 1.58284 4.31547 0.1341 0.0609 0.1907
C 4.53300 1.71728 5.01381 -0.0178 0.3335 0.0710
O 2.26873 2.56789 4.85122 0.1732 0.2653 -0.3442
P -0.64468 1.67537 3.97197 -0.1220 -0.0194 -0.0273
O -1.89146 1.25914 3.33145 -0.4586 -0.2523 -0.1650
O -0.85372 1.98514 5.54611 0.5675 0.4293 0.0943
O -0.14151 3.09749 3.36120 0.1555 0.1458 0.5097
H 0.41613 1.58836 -0.53786 -0.2141 0.2092 0.0357
H 0.92664 2.19779 1.05308 -0.0617 0.1555 0.0336
H 2.03713 2.24697 -0.33660 -0.0274 0.2224 -0.0784
H 1.80837 -0.30262 -0.44981 -0.0523 -0.2915 0.0192
H 2.81208 0.33314 0.79761 0.0651 -0.0900 0.2483
H -0.76026 -2.43337 1.89570 0.2175 -0.1122 0.1637
H -0.12710 -2.31883 0.26860 0.3427 -0.0723 0.0665
H -1.56018 -0.18997 -0.01782 0.0164 0.1487 -0.0480
H -2.31866 -0.64160 1.52445 0.0354 0.3076 0.0112
H -2.42941 -1.71479 0.14319 -0.0500 -0.0414 -0.1182
H 0.14400 -1.06720 4.56094 -0.0840 -0.0794 -0.1399
H 3.16120 -0.56763 4.12697 0.1647 0.0008 -0.0943
H 2.45188 0.04416 5.58822 -0.0779 0.0350 0.1369
H 3.32969 1.76910 3.24986 -0.1597 0.0296 -0.1402
H 5.14304 2.45869 4.50136 0.1617 0.0079 -0.0176
H 5.08725 0.78549 5.08445 -0.0027 -0.1236 -0.1975
H 4.37756 2.08922 6.02365 -0.0974 -0.0863 0.1526
H 2.33208 3.35872 4.29608 -0.0182 -0.2525 0.2309
H 0.00703 2.24641 5.92152 -0.2433 -0.1659 0.1219
H -0.02344 3.72863 4.09011 -0.0671 -0.0745 -0.4088
F 1.69604 -5.80751 -2.36060 -0.0512 -0.0184 0.0527
C 1.07172 -4.62029 -2.48147 0.0397 0.1343 -0.0311
F 1.78606 -3.68974 -1.80396 0.0109 -0.0720 -0.0380
C -0.33710 -4.66682 -1.88306 -0.0141 -0.2896 0.2276
F -0.26424 -4.87466 -0.55219 0.0077 -0.0106 -0.0673
F -0.83412 -3.40966 -2.08138 -0.0509 0.0723 -0.0505
C -1.36008 -5.62147 -2.51868 -0.4481 0.0256 -0.3601
O -1.59269 -6.86388 -1.88402 0.5055 0.0447 0.3726
C -0.86970 -7.98917 -2.17683 -0.2175 0.1043 -0.1663
F -0.01806 -7.80519 -3.20460 -0.0659 0.0248 0.1447
F -1.75142 -8.94783 -2.54510 0.0263 -0.0218 -0.1335
C -0.15035 -8.53631 -0.93744 0.0411 -0.0694 0.0506
F 0.70227 -7.62035 -0.44001 0.0239 0.0197 -0.0758
F 0.55564 -9.63223 -1.30039 -0.0242 0.0663 0.0501
H 1.03097 -4.33410 -3.53616 0.0117 -0.0250 0.0143
H -2.31035 -5.10071 -2.41797 -0.0098 0.0311 0.0049
H -1.17744 -5.74388 -3.58663 0.1905 0.0057 0.0300
H -0.88135 -8.80654 -0.17282 0.0098 -0.0001 -0.0168
F -0.56519 3.30186 -3.07975 -0.0654 0.0685 -0.0367
C -1.75661 2.68612 -2.93193 0.0556 -0.2005 0.0917
F -1.74319 1.56005 -3.68432 0.0179 0.0618 0.0206
C -2.90925 3.57506 -3.40425 0.1478 0.2407 -0.2571
F -2.80617 3.79704 -4.73185 0.0111 -0.0149 0.0822
F -4.03046 2.82693 -3.19109 -0.0566 -0.0139 0.0469
C -3.14312 4.89834 -2.65892 -0.3597 0.1993 0.4182
O -2.64161 6.08642 -3.24229 0.3673 -0.2983 -0.4124
C -1.38338 6.55889 -2.98586 -0.2274 0.0226 0.1776
F -0.74285 5.84704 -2.03865 -0.0772 0.0331 -0.1339
F -1.51614 7.82509 -2.52370 0.0421 -0.0019 0.1309
C -0.54967 6.66941 -4.26858 0.0723 0.0352 -0.0518
F -0.41940 5.46541 -4.85729 0.0130 -0.0259 0.0678
F 0.68247 7.12564 -3.94177 -0.0591 -0.0351 -0.0507
H -1.89272 2.40471 -1.88360 0.0049 0.0371 -0.0059
H -4.22226 5.03411 -2.68759 -0.0287 -0.0130 -0.0039
H -2.86155 4.81716 -1.60868 0.1459 -0.1159 -0.0471
H -1.02610 7.36459 -4.96262 0.0088 -0.0070 0.0154
```
Forces are in eV/Å.

2.
Entry from the OMol25 dataset: C17H28N2 as an isolated structure in a non-equilibrium geometry (ωB97M-V with the def2-TZVPD basis set).

Calculated values
Charge = 0
Kohn-Sham gap = 7.7 eV
Energy above the lowest of the compared OMol25 structures with the same formula, charge and spin = 1518.5 kJ/mol

```
47
Properties=species:S:1:pos:R:3:forces:R:3
C 1.52991 3.27164 -2.17693 3.8000 -5.6424 3.2426
C 2.47701 2.01724 -2.26391 0.6989 2.1406 0.2590
C 2.21566 0.73973 -1.83667 5.2755 5.6580 -3.8771
C 0.95069 0.27985 -1.50619 -3.9096 3.3096 -6.8609
H 0.53886 -0.35645 -2.49850 0.5269 1.6117 2.7091
H 0.32884 1.22921 -1.31703 0.1502 -1.4683 -0.5830
C 1.05678 -0.44244 -0.41179 0.5111 -12.1031 9.8797
H 0.24392 -1.30139 -0.25959 0.7803 2.2855 -0.4085
C 1.40690 0.00262 1.06058 -5.9526 2.8020 -1.2815
C 2.70544 0.54271 1.14998 5.4916 -1.4576 4.2939
H 3.07935 1.26588 0.54250 0.2223 1.8907 -2.6318
H 3.03249 1.08548 2.17667 -1.0846 -1.7350 -1.6160
H 3.43612 -0.37150 1.00084 -0.8141 1.6652 0.4763
H 0.62636 0.94378 1.22240 1.6231 -1.9845 -0.0446
C 1.06034 -1.00622 2.20037 -0.9962 3.8520 2.1684
N -0.33444 -0.72185 2.79485 2.1587 -7.8327 -4.8074
C -0.73147 0.36007 3.42182 3.0164 -10.3427 13.5887
H 0.14368 0.61088 4.23002 -1.4444 -0.3614 -1.3312
H -0.79998 1.11856 3.06113 -1.8687 15.8089 -8.5900
H -1.58220 0.28008 4.17747 0.4610 -0.6605 -1.1095
C -1.34026 -1.46163 2.03833 -6.3937 12.6886 7.7672
H -2.11351 -1.60674 2.86422 0.5187 -1.0329 -0.8934
C -2.15282 -0.38069 1.22157 5.9114 -4.1665 -7.2617
C -2.95703 -1.03893 0.16517 4.0559 -5.4161 -3.5489
N -2.12668 -1.80492 -0.85495 -5.7807 2.8151 0.8314
C -2.97167 -2.38046 -1.85019 3.4948 0.5693 0.2035
C -4.27674 -2.74861 -1.93057 0.3435 3.7242 9.4733
C -4.89218 -2.41289 -0.44952 1.7179 -0.0010 -6.5979
C -4.25648 -1.45509 0.29896 -2.3383 -0.8663 1.5131
H -4.83811 -1.23004 1.21382 0.5850 0.5270 -0.4042
H -5.90050 -2.71575 -0.35642 -0.7932 -0.3054 0.8673
H -4.61591 -3.43867 -2.56228 -1.6784 -2.2389 -2.6072
H -2.35220 -2.59624 -2.71006 0.2150 -0.3984 -0.2138
H -2.81589 0.21663 1.54692 -3.9576 4.5780 4.2375
H -1.41411 0.19382 0.50260 -1.0543 -0.5874 1.9118
H -1.04696 -2.24015 1.69239 3.4048 -9.1476 -5.0057
H 1.24131 -2.09212 1.90208 -0.2514 1.4270 0.9838
H 1.56594 -0.45513 3.10778 0.5430 -2.1450 -1.5259
H 1.92447 -1.31691 -0.42192 -1.2964 1.9237 -0.9761
H 3.16487 0.22238 -1.93463 -0.5183 -1.2486 0.2636
C 3.80924 2.58437 -2.81202 4.6444 -1.4816 1.8169
H 4.43036 3.50967 -2.04026 -2.1712 -2.9718 -2.1444
H 3.96351 2.99208 -3.82792 -1.3345 0.1774 0.4269
H 4.63255 1.67441 -2.95447 -1.8078 2.0504 0.9105
H 0.91698 3.04383 -2.84786 -6.1523 -1.5719 -5.4646
H 1.94258 4.08059 -2.49450 3.0855 5.1253 -1.3112
H 1.09498 3.30929 -1.27427 -1.6377 0.5376 3.2719
```
Forces are in eV/Å.

3.
Entry from the OMol25 dataset: C17H28N6O6PbSe as an isolated structure in a non-equilibrium geometry (ωB97M-V with the def2-TZVPD basis set).

Calculated values
Charge = 0
Kohn-Sham gap (alpha / beta) = 4.4 / 4.3 eV
Energy above the lowest of the compared OMol25 structures with the same formula, charge and spin = 0.0 kJ/mol

```
59
Properties=species:S:1:pos:R:3:forces:R:3
O -4.08736 -1.97413 -1.94513 -0.5920 -0.9811 -0.0549
H -4.28311 -2.25647 -2.85673 0.1411 0.3042 0.4646
Pb -1.44151 -1.56180 -1.31141 0.1556 0.2359 0.3495
N -3.27623 -0.74966 0.62094 -0.9325 -1.9267 0.8043
N -1.91968 1.06700 -0.44858 2.2290 0.5687 0.2763
N 0.40271 -3.05085 -0.48165 2.8582 0.2375 -0.3831
N 0.92416 -0.64686 -1.13254 2.8562 -1.1399 0.6844
O -3.78900 -1.58343 1.35761 0.6586 1.5820 -0.7239
O 0.05028 -4.21509 -0.04581 -0.9154 -0.8105 0.0919
O 1.22352 0.70134 -1.13261 -0.7667 0.3333 -0.5544
O -1.10328 1.97499 -0.86884 -1.9523 -0.8195 0.1323
C -3.25071 1.34032 -0.43115 -1.4794 -1.1866 0.2324
C -4.02706 0.33016 0.19072 1.1454 1.7348 -0.5259
C 1.70309 -2.79055 -0.53789 -2.6137 -0.5012 -0.2595
C 1.98977 -1.43859 -0.95697 -2.3326 2.2271 -0.5490
C -5.49243 0.23495 0.22924 -0.6343 0.0310 -0.0938
H -5.82129 -0.55494 -0.46215 0.0263 0.1280 0.2134
H -5.96568 1.17119 -0.06893 0.0588 -0.1699 0.0279
H -5.82900 -0.02226 1.23899 0.0783 -0.1014 -0.1367
C -3.83918 2.52569 -1.09905 -0.2650 0.4955 -0.0472
H -3.79734 2.42027 -2.19465 0.1253 0.0271 0.3256
H -3.29878 3.43833 -0.82173 -0.0373 -0.2095 -0.1386
H -4.88849 2.63940 -0.81451 0.2425 0.0946 -0.1074
C 2.75867 -3.75690 -0.14040 0.2685 -0.1216 0.1301
C 3.39619 -0.98229 -1.10774 0.2041 0.3577 0.1858
H 2.34792 -4.76514 -0.04929 0.0039 0.2283 -0.0468
H 3.19308 -3.47713 0.83058 -0.0569 -0.1051 -0.1448
H 3.57114 -3.75716 -0.87585 -0.0917 -0.0382 0.1303
H 3.41828 0.08789 -1.33767 0.1184 -0.3081 0.0671
H 3.87417 -1.55190 -1.92172 -0.1222 0.1919 0.2791
H 3.95866 -1.18010 -0.18288 -0.0139 0.0982 -0.3086
H -1.15481 -4.12718 -0.36693 -0.0635 -0.2566 0.2895
H 0.31183 1.14933 -1.08433 1.0699 -0.3077 -0.0129
C -1.55107 -1.52691 -3.63393 0.9763 -0.1845 -0.4515
H -2.50846 -1.82162 -4.06788 0.0603 0.1063 0.1864
H -0.75549 -2.13600 -4.08545 -0.1813 0.0870 0.0514
H -1.31435 -0.48083 -3.87303 -0.2179 -0.1510 -0.0129
O -2.20960 -3.82350 -0.78831 -0.1146 -0.4454 -0.6127
H -3.95147 -2.82471 -1.46483 0.0076 0.6203 -0.1278
H -2.30922 -4.40203 -1.56325 0.0789 0.1646 0.3103
C 2.92274 -0.26745 2.69971 0.2646 -0.2120 0.1030
N 2.23371 0.91213 2.23756 -0.2783 -0.1754 -0.2770
C 0.88306 0.94676 1.96826 1.1758 0.4758 0.0273
Se -0.25254 -0.43669 2.30293 -0.1513 0.2424 -0.2642
N 0.66566 2.22076 1.51637 -1.2469 -0.2228 -0.0527
C 1.80450 2.99163 1.58413 0.3268 0.9924 0.0133
C 2.01098 4.37384 1.46628 0.3886 -0.7351 0.0425
C 3.28643 4.85474 1.79461 -0.0688 0.0839 -0.1561
C 4.32285 3.99703 2.20961 -0.2342 -0.8218 0.0137
C 4.10824 2.60556 2.33129 -0.5623 0.9943 -0.4409
C 2.82514 2.15685 2.00960 0.2874 -0.5754 0.7263
H 3.88225 0.03148 3.12997 -0.1883 -0.0681 -0.0183
H 3.11050 -0.97335 1.87974 -0.1153 0.1828 0.1401
H 2.31741 -0.77949 3.45150 0.0750 0.1217 -0.0971
H -0.22625 2.50778 1.10557 0.5786 -0.2540 0.3235
H 1.18680 4.99562 1.14296 0.1733 0.2431 0.0647
H 3.49613 5.93069 1.73093 -0.1728 -0.5328 -0.0016
H 5.30256 4.40646 2.45997 -0.3222 -0.0765 -0.1028
H 4.86095 1.90285 2.66474 0.0904 0.2475 0.0163
```
Forces are in eV/Å.

4.
Entry from the OMol25 dataset: C17H28NO2P2Tl as an isolated structure in a non-equilibrium geometry (ωB97M-V with the def2-TZVPD basis set).

Calculated values
Charge = +2
Kohn-Sham gap (alpha / beta) = 5.2 / 6.0 eV
Energy above the lowest of the compared OMol25 structures with the same formula, charge and spin = 367.2 kJ/mol

```
51
Properties=species:S:1:pos:R:3:forces:R:3
Tl 0.46919 1.16952 0.78439 -0.9842 -1.0779 1.9108
P 2.47042 -0.62263 0.31016 0.8370 -0.5608 -0.0520
C 2.48176 -1.21145 -1.34389 1.4951 1.9082 -1.2508
C 1.31494 -1.26678 -2.13586 -0.9594 1.3653 -1.0589
N 0.24445 -0.52007 -1.69887 -0.1009 -1.7690 1.9854
C -0.94410 -1.08125 -1.88271 -0.1895 0.5122 -0.8012
C -1.14890 -2.08292 -2.82678 -0.2780 -0.6095 -0.3149
C -0.09215 -2.48899 -3.63462 -0.1952 -0.2578 0.0131
C 1.16282 -1.98745 -3.34284 0.8970 -0.3328 0.6994
C -2.10146 -0.63008 -1.06189 -0.5135 0.3338 0.1378
P -2.03397 1.01978 -0.27594 -0.3114 0.0538 -1.2048
H 2.04861 -2.25315 -3.90807 -0.0621 -0.3703 0.1494
H -2.14127 -2.51558 -2.93659 0.2390 0.0146 0.0296
H -0.20294 -3.29543 -4.37348 -0.0867 0.7412 0.1107
H -2.99459 -0.60455 -1.69106 -0.1607 -0.1834 0.1660
H -2.27474 -1.34930 -0.24990 0.0083 -0.0291 -0.1692
H 3.65252 2.81533 -4.06682 0.0911 0.0079 1.2740
H 3.37294 -0.90753 -1.92090 0.0547 -0.9404 0.3234
H 0.65781 2.91626 -2.70402 0.7975 -0.2282 -0.9945
O 3.37327 2.93535 -3.12865 -0.1989 -0.3300 -0.2658
H 4.00941 2.51578 -2.51897 -0.1509 0.3216 -0.9545
H 0.21116 1.95460 -1.27037 0.4266 1.7493 -1.0410
O 0.27091 2.93378 -1.82970 -0.3498 -0.9897 1.7555
H 0.75045 3.56794 -1.26080 0.1248 -0.0123 -0.1462
C -2.40080 2.07944 -1.70506 -0.4135 0.3047 -0.4570
H -3.34874 1.73745 -2.12897 0.0300 0.1075 -0.0575
H -2.52329 3.13319 -1.41613 0.0803 -0.3043 -0.0134
H -1.64284 2.02648 -2.49333 -0.3781 -0.1571 0.1897
C -3.62148 1.03916 0.59243 0.0618 0.1373 0.6317
H -3.69382 1.95426 1.18978 -0.1132 -0.1552 -0.1043
H -4.44215 1.00132 -0.13516 0.2264 -0.0022 0.1394
H -3.68076 0.18504 1.27382 0.0047 0.1454 -0.0612
C 2.08698 -2.13813 1.26696 -0.3189 0.3003 0.2221
H 3.01078 -2.73736 1.38321 -0.5265 0.3388 0.0247
H 1.65252 -1.81236 2.23008 0.3314 -0.5311 -0.3206
H 1.34509 -2.70648 0.67521 0.3126 0.2072 0.4420
C 4.18641 -0.10371 0.75759 -0.1861 0.2159 -0.0120
H 4.18787 0.22785 1.81276 -0.0099 -0.2867 -0.4352
H 4.91215 -0.92777 0.62169 -0.4342 0.3796 0.0618
H 4.48847 0.77330 0.15411 -0.1650 -0.5042 0.2007
C -1.50038 -0.66277 5.13637 0.1747 -0.1202 -0.3271
C -1.24416 -1.55596 4.08826 0.0041 0.3380 -0.7915
C -0.86560 -1.04658 2.81513 -0.2453 -0.7348 0.9889
C -0.73095 0.32257 2.67119 1.3868 0.4931 -1.6642
C -1.00292 1.22074 3.67850 -0.2442 -0.0447 1.0065
C -1.38440 0.71818 4.93603 -0.1640 -0.0820 -0.4694
H -1.79244 -1.05944 6.10738 0.0988 0.1749 -0.1899
H -1.32878 -2.64234 4.22241 -0.0479 0.5538 0.0418
H -0.69133 -1.74356 1.98039 0.0013 0.3282 0.4844
H -0.93103 2.29743 3.50876 0.0817 -0.3080 0.2233
H -1.60091 1.40883 5.74479 0.0222 -0.1110 -0.0551
```
Forces are in eV/Å.